Record 1
Computed, not measured: C20H23AsAuBr2N4OS as an isolated structure, with the ωB97M-V functional and the def2-TZVPD basis.

Values from the calculation:
- Frontier orbital gap: 6.38 eV
- ΔE to the lowest compared entry with this formula, charge and spin: 8.9 kJ/mol

Geometry as ORCA input:
```
! wB97M-V def2-TZVPD RIJCOSX def2/J DEFGRID3
* xyz 3 1
Au -0.112 -0.131 -0.147
Br -4.254 0.337 -5.329
C -3.112 0.273 -3.876
C -2.315 1.368 -3.547
C -1.483 1.275 -2.456
N -1.428 0.169 -1.701
C -2.172 -0.914 -2.022
C -3.025 -0.886 -3.102
C -1.964 -2.090 -1.156
C -2.697 -3.248 -1.260
C -2.422 -4.323 -0.412
Br -3.397 -5.886 -0.541
C -1.404 -4.188 0.526
C -0.709 -3.004 0.590
N -0.974 -1.970 -0.227
H -2.337 2.272 -4.138
H -0.825 2.083 -2.170
H -3.618 -1.749 -3.367
H -3.490 -3.334 -1.988
H -1.152 -4.993 1.202
H 0.092 -2.888 1.304
N 3.108 0.956 2.604
C 2.681 0.366 1.499
S 1.235 -0.636 1.666
N 3.338 0.463 0.369
C 4.555 1.222 0.180
C 4.564 2.231 -0.772
C 5.735 2.944 -0.980
C 6.872 2.650 -0.237
C 6.850 1.629 0.704
C 5.689 0.898 0.913
H 2.642 0.787 3.482
H 4.031 1.376 2.629
H 2.946 0.002 -0.439
H 3.672 2.451 -1.346
H 5.762 3.727 -1.725
H 7.783 3.207 -0.403
H 7.743 1.383 1.261
H 5.692 0.058 1.599
C -0.595 2.419 2.628
As -0.151 3.043 0.876
C -1.725 3.758 0.068
C 1.244 4.335 0.894
O 0.509 1.762 -0.099
H -0.533 3.260 3.319
H 0.103 1.641 2.930
H -1.612 2.029 2.630
H -2.124 4.516 0.744
H -2.470 2.974 -0.059
H -1.485 4.225 -0.886
H 0.890 5.231 1.405
H 1.510 4.578 -0.134
H 2.106 3.925 1.417
*
```

Now the Mulliken charges, all in e: 0.933, -0.002, -0.179, -0.919, -0.381, -0.320, 0.761, -0.442, 0.826, -0.453, -0.090, 0.002, -0.801, 0.113, -0.328, 0.477, 0.834, 0.473, 0.472, 0.470, 0.401, -0.301, 0.565, -0.466, 0.094, 0.025, -0.452, -0.636, -0.531, -0.575, -0.233, 0.270, 0.269, 0.273, 0.456, 0.413, 0.427, 0.425, 0.608, -1.024, 0.934, -1.199, -1.060, -0.691, 0.436, 0.286, 0.395, 0.461, 0.414, 0.419, 0.448, 0.378, 0.325


Record 2
Computed, not measured: C20H23B2F4GeN4NiO4 as an isolated structure, with the ωB97M-V functional and the def2-TZVPD basis.

Values from the calculation:
- Frontier orbital gap (alpha / beta): 5.02 / 3.41 eV
- Expectation value of S²: 2.051

Geometry as ORCA input:
```
! wB97M-V def2-TZVPD RIJCOSX def2/J DEFGRID3
* xyz 3 3
Ni -2.255 -0.750 0.089
C -3.075 -2.832 -3.456
C -2.433 -2.230 -2.275
N -2.873 -1.137 -1.737
O -4.001 -0.549 -2.025
B -4.889 -0.441 -0.734
F -6.149 -0.599 -0.985
F -4.263 -1.472 0.127
O -4.497 0.820 -0.070
N -3.252 0.781 0.365
C -2.763 1.696 1.146
C -3.565 2.848 1.592
C -1.363 1.423 1.506
N -0.826 0.474 0.794
O 0.407 -0.002 1.055
B -0.495 -2.309 1.845
F 0.341 -2.481 2.804
F -1.643 -1.624 2.058
O -0.261 -2.717 0.571
N -1.162 -2.235 -0.370
C -1.353 -2.865 -1.486
C -0.709 -4.123 -1.875
C -0.667 2.158 2.577
H -3.530 -2.057 -4.073
H -2.386 -3.428 -4.051
H -3.899 -3.483 -3.140
H -3.931 3.408 0.727
H -4.472 2.497 2.093
H -3.024 3.513 2.254
H 0.138 -4.360 -1.233
H -1.433 -4.940 -1.781
H -0.403 -4.097 -2.920
H -0.726 3.233 2.413
H -1.170 1.956 3.528
H 0.374 1.851 2.676
Ge 1.888 0.491 -0.133
C 2.062 2.467 0.324
C 1.334 3.278 -0.528
C 1.338 4.649 -0.290
C 2.099 5.159 0.743
C 2.806 4.331 1.594
C 2.808 2.955 1.375
C 3.394 -0.861 -0.070
C 3.757 -1.271 -1.346
C 4.753 -2.229 -1.481
C 5.409 -2.684 -0.351
C 5.033 -2.280 0.918
C 4.033 -1.322 1.065
H 1.122 0.389 -1.473
H 0.789 2.878 -1.377
H 0.775 5.292 -0.953
H 2.182 6.235 0.853
H 3.384 4.733 2.412
H 3.392 2.312 2.021
H 3.269 -0.875 -2.228
H 5.022 -2.573 -2.472
H 6.272 -3.330 -0.469
H 5.524 -2.675 1.797
H 3.760 -0.992 2.058
*
```

Now the Mulliken charges, all in e: -0.868, -1.482, 0.495, 0.493, -0.386, 0.862, -0.165, -0.409, -0.449, 0.949, 0.734, -1.432, 0.888, -0.622, -0.046, 0.847, -0.130, -0.235, -0.440, 0.622, 0.709, -1.508, -1.716, 0.425, 0.416, 0.359, 0.406, 0.386, 0.401, 0.403, 0.387, 0.471, 0.483, 0.488, 0.264, 0.618, 0.152, -0.157, -0.561, -0.493, -0.648, 0.094, 0.415, -0.507, -0.721, -0.454, -0.721, -0.043, -0.075, 0.442, 0.497, 0.486, 0.497, 0.520, 0.361, 0.435, 0.411, 0.444, 0.407


Record 3
Computed, not measured: one molecule with the formula C20H23BrN2O3, with the ωB97M-V functional and the def2-TZVPD basis.

Values from the calculation:
- Frontier orbital gap: 9.32 eV
- SMILES string: O=C(c1ccccc1)N1CCN(C[C@@H](O)COc2ccc(Br)cc2)CC1
- ΔE to the lowest compared entry with this formula, charge and spin: 257.5 kJ/mol

Geometry as ORCA input:
```
! wB97M-V def2-TZVPD RIJCOSX def2/J DEFGRID3
* xyz 0 1
O 1.276 1.099 2.206
C 1.239 1.549 1.075
C 0.062 2.323 0.574
C -1.193 1.732 0.538
C -2.295 2.460 0.123
C -2.151 3.788 -0.239
C -0.903 4.388 -0.186
C 0.202 3.660 0.215
N 2.288 1.461 0.208
C 2.079 1.420 -1.221
C 1.689 -0.019 -1.623
N 2.182 -0.932 -0.610
C 1.936 -2.335 -0.870
C 1.422 -3.041 0.402
O 2.349 -3.006 1.455
C 0.098 -2.419 0.867
O -0.837 -2.489 -0.190
C -2.065 -1.944 -0.008
C -2.887 -1.905 -1.137
C -4.149 -1.356 -1.072
C -4.600 -0.837 0.132
Br -6.334 -0.048 0.223
C -3.808 -0.877 1.263
C -2.541 -1.430 1.196
C 3.539 -0.590 -0.231
C 3.457 0.698 0.609
H -1.305 0.700 0.831
H -3.266 1.990 0.089
H -3.012 4.358 -0.556
H -0.791 5.428 -0.457
H 1.176 4.127 0.264
H 3.015 1.717 -1.702
H 1.301 2.122 -1.516
H 0.600 -0.117 -1.660
H 2.093 -0.244 -2.626
H 2.839 -2.851 -1.222
H 1.162 -2.435 -1.633
H 1.268 -4.100 0.172
H 2.397 -2.096 1.775
H -0.261 -2.970 1.745
H 0.282 -1.372 1.148
H -2.511 -2.314 -2.061
H -4.778 -1.324 -1.949
H -4.171 -0.474 2.197
H -1.938 -1.452 2.090
H 3.977 -1.398 0.353
H 4.177 -0.433 -1.119
H 4.351 1.314 0.470
H 3.341 0.473 1.670
*
```

Now the Mulliken charges, all in e: -0.662, 0.451, -0.118, -0.267, -0.407, -0.589, -0.599, 0.004, 0.087, -0.913, -0.816, 0.775, -1.400, -0.268, -0.664, -0.203, -0.327, 0.461, -0.535, -0.420, -0.162, -0.175, -0.414, -0.175, -0.971, -1.039, 0.436, 0.432, 0.403, 0.397, 0.456, 0.380, 0.460, 0.353, 0.414, 0.331, 0.594, 0.526, 0.396, 0.511, -0.035, 0.441, 0.422, 0.428, 0.316, 0.532, 0.359, 0.339, 0.451


Record 4
Computed, not measured: C20H23Cl2F9N5O2RuS2 as an isolated structure, with the ωB97M-V functional and the def2-TZVPD basis.

Values from the calculation:
- Frontier orbital gap (alpha / beta): 6.80 / 6.88 eV
- Expectation value of S²: 0.774
- ΔE to the lowest compared entry with this formula, charge and spin: 0.0 kJ/mol

Geometry as ORCA input:
```
! wB97M-V def2-TZVPD RIJCOSX def2/J DEFGRID3
* xyz 2 2
Ru -0.102 0.130 -0.012
Cl 2.676 -0.182 0.272
C 2.510 -0.378 2.019
Cl 0.758 -0.332 2.434
H 3.004 0.436 2.532
H 2.899 -1.348 2.303
C 2.745 4.799 -0.792
C 1.864 4.240 0.334
C 0.654 3.550 -0.196
N 0.428 2.282 -0.141
N -0.737 1.906 -0.719
C -1.445 2.870 -1.252
N -2.615 2.712 -1.861
S -0.626 4.383 -1.041
H 3.606 5.306 -0.362
H 2.202 5.522 -1.403
H 3.104 4.001 -1.441
H 1.552 5.047 0.999
H 2.416 3.509 0.925
H -2.998 1.786 -1.979
H -3.107 3.490 -2.266
F -0.338 -3.898 -3.388
C -0.296 -3.507 -2.122
F -1.361 -3.997 -1.480
F 0.795 -4.000 -1.543
C -0.296 -1.948 -2.024
O -0.355 -1.629 -0.664
C -1.567 -1.387 -2.757
F -1.661 -0.046 -2.542
F -1.539 -1.576 -4.062
F -2.671 -1.929 -2.250
C 0.997 -1.382 -2.683
F 1.100 -1.633 -3.969
F 2.081 -1.826 -2.057
F 0.993 -0.017 -2.518
C -4.279 -1.288 5.605
C -2.764 -1.479 5.551
C -2.315 -2.169 4.274
N -2.477 -1.241 3.133
C -2.309 -1.468 1.856
S -2.261 -0.005 0.815
N -2.220 -2.680 1.320
C -2.756 -3.967 1.759
O -2.105 -4.939 1.522
C -4.099 -3.954 2.378
C -4.429 -5.025 3.207
C -5.677 -5.071 3.802
C -6.608 -4.071 3.540
C -6.294 -3.027 2.680
C -5.037 -2.961 2.102
H -4.564 -0.733 6.498
H -4.789 -2.253 5.633
H -4.655 -0.738 4.738
H -2.435 -2.089 6.392
H -2.254 -0.513 5.645
H -2.912 -3.062 4.117
H -1.264 -2.464 4.317
H -2.615 -0.270 3.381
H -1.653 -2.731 0.480
H -3.703 -5.810 3.373
H -5.928 -5.890 4.463
H -7.588 -4.115 3.995
H -7.032 -2.268 2.455
H -4.811 -2.158 1.410
*
```

Now the Mulliken charges, all in e: 1.173, -0.013, -0.428, -0.004, 0.419, 0.385, -1.111, -0.435, 0.360, -0.465, 0.073, 0.471, -0.365, -0.080, 0.357, 0.379, 0.327, 0.338, 0.203, 0.181, 0.238, -0.203, 0.369, -0.204, -0.234, 1.346, -1.133, 0.419, -0.152, -0.214, -0.224, 0.287, -0.208, -0.230, -0.209, -0.998, -0.895, 0.076, 0.386, -0.275, -0.389, 0.444, 0.464, -0.488, -0.243, -0.324, -0.699, -0.391, -0.853, 0.295, 0.410, 0.220, 0.290, 0.416, 0.366, -0.027, 0.267, 0.385, -0.096, 0.491, 0.443, 0.433, 0.445, 0.436


Record 5
Computed, not measured: a 2-piece molecular cluster, C20H23Cl4N2O2P overall, with the ωB97M-V functional and the def2-TZVPD basis.

Values from the calculation:
- Frontier orbital gap: 2.68 eV
- ΔE to the lowest compared entry with this formula, charge and spin: 219.1 kJ/mol

Geometry as ORCA input:
```
! wB97M-V def2-TZVPD RIJCOSX def2/J DEFGRID3
* xyz 0 1
Cl 4.230 -2.225 0.540
C 3.838 -0.561 1.055
C 4.693 0.512 0.524
Cl 5.696 0.319 -0.826
C 4.179 1.833 0.761
O 3.977 2.689 -0.102
C 3.837 2.094 2.263
O 4.006 3.188 2.780
C 3.349 0.889 3.006
Cl 2.568 1.232 4.474
C 3.432 -0.383 2.521
Cl 2.819 -1.707 3.407
C -1.371 -0.717 2.812
C -2.021 -1.486 1.674
C -1.273 -2.814 1.595
C -3.510 -1.704 1.896
N -1.847 -0.791 0.381
P -1.628 -1.635 -1.044
H 2.901 -0.304 0.604
N -0.975 -0.252 -1.741
C -0.089 -0.312 -2.931
C -0.968 -0.245 -4.179
C 0.684 -1.633 -2.879
C 0.967 0.791 -2.901
C -1.415 0.924 -1.101
C -1.928 0.597 0.170
C -2.538 1.574 0.969
C -2.732 2.855 0.420
C -2.249 3.169 -0.856
C -1.531 2.223 -1.611
H -1.782 0.277 2.969
H -1.510 -1.280 3.745
H -0.290 -0.616 2.644
H -1.590 -3.462 0.771
H -0.191 -2.638 1.506
H -1.427 -3.374 2.524
H -3.937 -2.327 1.099
H -3.686 -2.213 2.850
H -4.052 -0.752 1.908
H -1.568 0.677 -4.185
H -0.341 -0.253 -5.082
H -1.649 -1.110 -4.227
H 1.380 -1.635 -2.026
H 0.045 -2.524 -2.821
H 1.294 -1.724 -3.788
H 1.564 0.723 -1.976
H 1.644 0.646 -3.760
H 0.554 1.798 -2.985
H -2.822 1.383 2.001
H -3.280 3.614 0.990
H -2.414 4.169 -1.283
H -1.046 2.506 -2.553
*
```

Now the Mulliken charges, all in e: -0.191, 0.477, -0.371, -0.205, 0.350, -0.759, 0.379, -0.593, 0.262, -0.181, 0.005, -0.142, -1.577, 1.068, -1.876, -1.511, 0.666, -0.075, -0.018, 0.688, 0.978, -1.507, -1.820, -1.561, 0.799, 0.977, -0.557, -1.005, -0.919, -0.570, 0.320, 0.436, 0.446, 0.524, 0.460, 0.441, 0.364, 0.409, 0.325, 0.314, 0.412, 0.353, 0.425, 0.513, 0.452, 0.463, 0.457, 0.336, 0.313, 0.382, 0.377, 0.269


Record order is preserved below.
E_tot: -8986.94993; -5329.33616; -3685.16499; -3910.09974; -3217.90067 a.u.
Record order is preserved below.
Molar mass: 799.20; 612.35; 419.32; 772.53; 496.20 g/mol